[1]
Formula: C45H57N7O2RuS
Source: OMol25
Level of theory: ωB97M-V/def2-TZVPD

Element x y z (Å)
Ru -1.18 -0.36 -0.10
C -2.40 -3.25 -2.74
C -2.99 -3.62 -1.40
C -3.21 -4.95 -1.07
C -3.77 -5.29 0.15
C -4.12 -4.30 1.06
C -3.91 -2.97 0.77
C -4.29 -1.88 1.74
C -3.34 -2.63 -0.47
N -3.10 -1.26 -0.74
C -3.84 -0.59 -1.54
C -5.03 -1.16 -2.25
C -3.50 0.83 -1.70
C -4.54 1.79 -2.18
N -2.30 1.17 -1.40
C -1.91 2.53 -1.37
C -2.20 3.31 -0.23
C -2.92 2.72 0.95
C -1.83 4.65 -0.23
C -1.19 5.21 -1.33
C -0.91 4.43 -2.44
C -1.27 3.09 -2.48
C -1.08 2.29 -3.74
H -1.67 -4.00 -3.05
H -1.91 -2.28 -2.71
H -3.17 -3.22 -3.51
H -2.93 -5.72 -1.78
H -3.93 -6.33 0.39
H -4.57 -4.58 2.01
H -4.44 -2.29 2.74
H -5.21 -1.39 1.43
H -3.51 -1.12 1.78
H -5.14 -2.22 -2.03
H -4.93 -1.03 -3.33
H -5.94 -0.64 -1.94
H -4.84 1.53 -3.20
H -4.17 2.81 -2.18
H -5.44 1.73 -1.56
H -2.78 1.64 1.03
H -4.00 2.90 0.88
H -2.58 3.18 1.88
H -2.06 5.26 0.63
H -0.92 6.26 -1.31
H -0.42 4.87 -3.30
H -0.22 2.64 -4.29
H -1.96 2.40 -4.38
H -0.96 1.23 -3.52
O 4.44 1.93 -3.79
C 3.27 1.33 -4.32
C 2.43 0.84 -3.17
C 1.66 -0.32 -3.28
C 0.91 -0.70 -2.20
N 0.92 -0.04 -1.02
C 1.70 1.03 -0.89
C 2.44 1.52 -1.97
C 1.10 1.42 1.51
C 1.60 1.89 2.74
C 0.87 1.72 3.90
C 1.39 2.26 5.20
O 2.42 3.18 4.95
C -0.35 1.05 3.83
C -0.77 0.61 2.61
N -0.08 0.79 1.46
H 5.01 2.20 -4.51
H 3.51 0.49 -4.98
H 2.68 2.05 -4.90
H 1.64 -0.89 -4.20
H 0.32 -1.60 -2.22
H 3.07 2.39 -1.86
H 2.54 2.40 2.79
H 1.75 1.41 5.80
H 0.55 2.71 5.74
H 2.69 3.59 5.78
H -0.95 0.89 4.71
H -1.71 0.08 2.52
C 4.39 0.28 0.65
C 4.29 1.78 0.66
C 5.43 2.56 0.78
C 5.35 3.94 0.78
C 4.12 4.56 0.64
C 2.95 3.82 0.51
C 1.62 4.49 0.34
C 3.06 2.43 0.52
N 1.86 1.63 0.36
H 5.29 -0.05 1.16
H 4.44 -0.09 -0.38
H 3.53 -0.20 1.13
H 6.39 2.07 0.89
H 6.25 4.54 0.88
H 4.05 5.65 0.64
H 1.74 5.57 0.31
H 0.94 4.24 1.15
H 1.14 4.17 -0.59
C 1.67 -5.39 3.90
C 2.00 -3.91 3.71
N 1.02 -3.21 2.89
C 0.94 -3.25 1.56
S -0.49 -2.65 0.81
N 1.93 -3.79 0.86
C 1.93 -3.98 -0.59
C 1.27 -5.29 -1.00
H 2.44 -5.86 4.52
H 1.63 -5.91 2.95
H 0.71 -5.50 4.41
H 2.99 -3.78 3.27
H 2.02 -3.40 4.67
H 0.18 -2.89 3.35
H 2.67 -4.25 1.36
H 2.97 -3.96 -0.92
H 1.41 -3.14 -1.04
H 1.76 -6.14 -0.53
H 1.34 -5.42 -2.08
H 0.22 -5.29 -0.71

Its HOMO-LUMO gap (spin up / spin down) is 0.2492 / 0.2513 Eh. The LUMO energy (spin up / spin down) is -0.200 / -0.223 Ha. For the highest occupied orbital energy (spin up / spin down), the calculation gives -12.22 / -12.92 eV. As for the net charge: +2. As for the spin multiplicity: 5.

[2]
Formula: C45H58FGe2N4O4S3SiTl
Source: OMol25
Level of theory: ωB97M-V/def2-TZVPD

Element x y z (Å)
Tl 0.58 0.46 0.26
C 3.74 1.56 0.25
Si 2.98 3.01 1.18
C 3.53 4.58 0.24
C 3.71 3.18 2.93
N 1.28 2.82 1.18
C 0.35 3.71 1.59
C 0.64 4.93 2.27
C -0.35 5.82 2.66
C -1.69 5.56 2.41
C -2.02 4.37 1.76
C -1.03 3.50 1.38
F -1.43 2.34 0.77
H 4.79 1.43 0.52
H 3.69 1.72 -0.83
H 3.25 0.62 0.48
H 4.62 4.64 0.17
H 3.18 5.49 0.74
H 3.13 4.58 -0.77
H 4.64 2.62 3.02
H 3.02 2.80 3.68
H 3.93 4.22 3.17
H 1.68 5.14 2.49
H -0.06 6.73 3.17
H -2.46 6.25 2.72
H -3.05 4.11 1.56
C 0.45 5.09 -4.42
C -0.03 3.68 -4.78
N 0.98 2.66 -4.57
C 1.89 2.37 -5.66
C 1.47 1.15 -6.48
C 1.16 2.05 -3.36
S 0.36 2.65 -1.97
N 2.10 1.11 -3.33
C 2.15 -0.01 -2.64
O 1.16 -0.63 -2.17
C 3.52 -0.59 -2.48
C 3.75 -1.55 -1.50
C 5.01 -2.07 -1.30
C 6.07 -1.65 -2.09
C 5.86 -0.69 -3.07
C 4.59 -0.16 -3.26
H -0.34 5.82 -4.60
H 1.33 5.36 -5.00
H 0.71 5.11 -3.36
H -0.32 3.64 -5.84
H -0.89 3.43 -4.17
H 2.87 2.17 -5.23
H 1.97 3.25 -6.30
H 1.47 0.27 -5.85
H 2.17 1.00 -7.31
H 0.47 1.29 -6.90
H 2.93 -1.87 -0.87
H 5.17 -2.80 -0.51
H 7.06 -2.07 -1.95
H 6.68 -0.36 -3.69
H 4.42 0.60 -4.01
C -3.08 -0.09 -3.43
C -1.76 -0.08 -2.66
Ge -1.26 -1.89 -2.03
C -0.33 -3.03 -3.36
C -1.26 -3.70 -4.38
C -2.96 -2.76 -1.50
C -3.32 -2.87 -0.22
Ge -2.00 -2.21 1.16
C -2.74 -0.42 1.62
C -3.74 -0.35 2.77
C -1.63 -3.71 2.44
C -1.98 -3.44 3.90
C -4.64 -3.40 0.20
C -5.64 -3.76 -0.71
C -6.87 -4.23 -0.28
C -7.15 -4.34 1.08
C -6.18 -3.97 2.00
C -4.95 -3.51 1.56
H -3.30 0.90 -3.82
H -3.91 -0.40 -2.78
H -3.04 -0.79 -4.27
H -1.82 0.60 -1.81
H -0.95 0.27 -3.29
H 0.22 -3.79 -2.80
H 0.41 -2.41 -3.86
H -1.96 -4.37 -3.88
H -0.67 -4.29 -5.09
H -1.83 -2.96 -4.94
H -3.62 -3.09 -2.29
H -3.20 -0.05 0.70
H -1.89 0.22 1.85
H -4.64 -0.93 2.56
H -4.03 0.69 2.94
H -3.30 -0.73 3.69
H -0.56 -3.90 2.35
H -2.15 -4.60 2.08
H -1.60 -2.47 4.19
H -1.55 -4.20 4.55
H -3.06 -3.44 4.06
H -5.46 -3.66 -1.77
H -7.62 -4.50 -1.01
H -8.11 -4.71 1.41
H -6.38 -4.04 3.06
H -4.20 -3.21 2.29
S 0.81 -3.11 0.01
C -0.51 -2.23 -0.19
O 0.09 -1.16 2.83
C 1.31 -1.33 2.97
N 2.23 -1.20 2.01
S 3.71 -1.63 2.54
O 4.15 -2.83 1.87
O 4.63 -0.53 2.55
C 3.23 -1.98 4.22
C 3.98 -2.34 5.33
C 3.33 -2.40 6.56
C 1.98 -2.07 6.66
C 1.25 -1.71 5.53
C 1.89 -1.70 4.31
H 5.04 -2.54 5.25
H 3.87 -2.69 7.44
H 1.49 -2.09 7.63
H 0.21 -1.40 5.61

Its HOMO-LUMO gap (spin up / spin down) is 0.1722 / 0.1277 Eh. The LUMO energy (spin up / spin down) is 0.028 / -0.017 Ha. For the highest occupied orbital energy (spin up / spin down), the calculation gives -3.93 / -3.94 eV. As for the net charge: -1. As for the spin multiplicity: 2.

[3]
Formula: C45H59BBr2FN9O3S3Sr
Source: OMol25
Level of theory: ωB97M-V/def2-TZVPD

Element x y z (Å)
Sr -0.05 1.07 0.00
C 2.87 4.44 -1.21
C 2.78 2.96 -1.39
C 3.85 2.15 -1.28
C 3.73 0.73 -1.37
N 2.60 0.16 -1.59
N 1.49 0.96 -1.75
B 0.27 0.09 -2.40
N -0.10 0.71 -3.78
N 0.69 1.14 -4.76
C 0.07 1.80 -5.72
C -1.33 2.01 -5.68
C -2.11 1.60 -4.64
C -3.58 1.86 -4.50
C -1.39 0.93 -3.64
S -1.69 0.29 -2.01
C 0.98 2.36 -6.81
C 1.78 1.21 -7.43
C 1.94 3.36 -6.15
C 0.18 3.07 -7.90
N 0.59 -1.41 -2.45
N 1.18 -1.72 -3.65
C 1.46 -2.97 -3.86
C 1.14 -3.97 -2.91
C 0.57 -3.66 -1.73
C 0.23 -4.71 -0.71
C 0.31 -2.28 -1.46
S -0.33 -1.75 0.04
C 2.14 -3.35 -5.17
C 3.48 -4.02 -4.86
C 2.37 -2.11 -6.03
C 1.23 -4.33 -5.93
C 1.50 2.35 -1.65
S 0.06 3.26 -1.73
C 4.92 -0.23 -1.23
C 5.20 -0.82 -2.61
C 4.52 -1.36 -0.26
C 6.16 0.49 -0.70
H 3.91 4.75 -1.14
H 2.35 4.74 -0.30
H 2.40 4.97 -2.04
H 4.83 2.57 -1.09
H -1.79 2.56 -6.49
H -3.98 2.36 -5.38
H -3.76 2.50 -3.63
H -4.13 0.93 -4.35
H 2.38 0.70 -6.68
H 2.45 1.61 -8.20
H 1.13 0.48 -7.91
H 2.53 2.88 -5.37
H 1.39 4.20 -5.70
H 2.62 3.77 -6.90
H -0.52 2.40 -8.40
H 0.87 3.43 -8.66
H -0.37 3.93 -7.53
H 1.36 -5.01 -3.14
H 0.52 -5.69 -1.06
H -0.84 -4.70 -0.50
H 0.73 -4.50 0.24
H 4.13 -3.36 -4.28
H 4.00 -4.26 -5.79
H 3.36 -4.95 -4.30
H 2.99 -1.37 -5.52
H 1.43 -1.62 -6.29
H 2.88 -2.41 -6.95
H 1.09 -5.26 -5.38
H 1.69 -4.59 -6.88
H 0.25 -3.90 -6.13
H 4.33 -1.36 -2.99
H 6.05 -1.51 -2.55
H 5.46 -0.04 -3.34
H 3.69 -1.94 -0.66
H 4.21 -0.97 0.71
H 5.38 -2.02 -0.12
H 6.54 1.22 -1.41
H 6.95 -0.24 -0.53
H 5.97 0.99 0.25
Br -2.85 4.51 2.16
C -0.97 5.01 2.22
Br 0.20 3.72 3.00
H -0.89 5.92 2.79
H -0.65 5.16 1.19
F -5.81 0.78 4.28
C -4.55 0.41 4.63
C -3.55 0.55 3.72
C -2.26 0.14 4.03
C -1.19 0.30 3.03
O -1.48 0.80 1.92
C 0.12 -0.14 3.44
C 0.26 -0.70 4.66
N -0.72 -0.84 5.59
C -0.44 -1.47 6.86
C 0.85 -1.17 7.54
C -0.43 -0.63 8.10
C -2.01 -0.41 5.28
C -3.05 -0.54 6.21
C -4.33 -0.14 5.89
N -5.36 -0.28 6.87
C -5.45 -1.52 7.63
C -5.62 -1.17 9.10
N -6.35 0.16 9.17
C -7.39 0.25 8.08
C -6.65 0.38 6.74
C 1.39 -0.03 2.62
O 2.36 -0.70 2.93
O 1.30 0.82 1.67
H -3.75 0.97 2.74
H 1.24 -1.08 4.94
H -0.81 -2.49 6.94
H 1.52 -0.46 7.08
H 1.34 -1.99 8.05
H -0.61 0.43 7.97
H -0.83 -1.06 9.02
H -2.83 -0.94 7.19
H -4.55 -2.12 7.50
H -6.29 -2.13 7.27
H -4.68 -1.02 9.62
H -6.23 -1.90 9.64
H -5.67 0.90 9.02
H -6.77 0.30 10.09
H -8.03 1.11 8.28
H -7.98 -0.66 8.16
H -6.50 1.43 6.50
H -7.29 -0.05 5.96

Its HOMO-LUMO gap is 0.2774 Eh. The LUMO energy is -0.164 Ha. For the highest occupied orbital energy, the calculation gives -12.01 eV. As for the net charge: +2.